Here is C40H36BrLuN3O2S2Sb as an isolated structure at a distorted geometry from the Open Molecules 2025 dataset. Energies are from ωB97M-V/def2-TZVPD.

## Properties
**Total energy**: -182503.1214 eV
**Frontier orbital gap**: 0.2992 hartree
**Total charge**: 0

Last column: Löwdin charge in e.
Cartesian coordinates (Å):
Lu (-1.70806, 0.07156, -0.95077)  1.24
C (-2.27350, -0.24675, -4.45040)  -0.05
N (-1.13116, -0.13508, -3.47628)  -0.26
C (-0.29948, 1.03082, -3.74919)  -0.21
C (0.53686, 1.50868, -2.58624)  -0.16
N (-0.33988, 2.07046, -1.50566)  -0.24
C (0.48271, 2.32933, -0.31885)  -0.09
C (-1.05567, 3.27277, -1.96369)  -0.29
C (-0.29513, 4.42500, -2.25705)  -0.04
C (-0.96821, 5.55041, -2.71271)  -0.11
C (-2.33309, 5.49582, -2.91938)  -0.10
C (-3.08771, 4.40999, -2.49255)  -0.13
C (-2.46170, 3.25225, -2.04234)  -0.59
S (-3.50518, 1.80203, -1.70789)  0.49
C (-0.30136, -1.31021, -3.24980)  -0.30
C (1.01064, -1.37797, -3.61828)  -0.05
C (1.76808, -2.51170, -3.28064)  -0.08
C (1.15503, -3.59064, -2.65194)  -0.08
C (-0.20502, -3.49818, -2.24999)  -0.16
C (-0.94892, -2.38642, -2.51763)  -0.69
S (-2.52888, -2.21527, -1.79704)  0.54
H (-1.82965, -0.51958, -5.42153)  0.10
H (-2.85142, 0.68136, -4.41895)  0.07
H (-2.92913, -1.04032, -4.18108)  0.03
H (-1.07106, 1.74241, -4.05364)  0.12
H (0.32494, 0.87368, -4.59894)  0.10
H (1.22743, 2.31119, -2.93715)  0.14
H (1.16717, 0.67320, -2.21408)  0.11
H (1.34143, 2.91543, -0.52604)  0.09
H (0.89392, 1.42083, 0.13946)  0.03
H (-0.03625, 2.82001, 0.43021)  0.03
H (0.77554, 4.39955, -2.22731)  0.10
H (-0.44458, 6.44858, -3.03875)  0.10
H (-2.73631, 6.44515, -3.30981)  0.11
H (-4.16820, 4.37132, -2.68233)  0.10
H (1.42560, -0.44457, -4.10087)  0.12
H (2.82279, -2.44533, -3.46210)  0.10
H (1.72180, -4.47921, -2.48845)  0.10
H (-0.62495, -4.43057, -1.71226)  0.13
Br (-1.72532, 5.21660, 1.14244)  0.80
C (-2.47762, 3.90503, 2.27828)  -0.73
C (-3.26171, 4.29440, 3.32710)  -0.12
C (-3.85523, 3.29211, 4.09487)  -0.05
C (-3.63814, 1.95554, 3.78262)  0.01
C (-2.79813, 1.67612, 2.68192)  -0.18
N (-2.21263, 2.63360, 1.97700)  0.10
C (-2.53447, 0.23467, 2.28232)  -0.58
O (-2.73924, -0.62926, 3.11824)  0.08
O (-2.01585, 0.04915, 1.12153)  -0.30
H (-3.36782, 5.36546, 3.56526)  0.11
H (-4.46408, 3.50495, 4.97613)  0.11
H (-3.96633, 1.08654, 4.35295)  0.12
C (4.77442, -4.36721, -0.22634)  -0.10
C (4.77528, -3.05904, -0.70449)  -0.07
C (3.64656, -2.19299, -0.43324)  -0.16
C (2.60199, -2.65609, 0.31968)  -0.40
C (2.55717, -3.99639, 0.75301)  -0.10
C (3.60919, -4.85547, 0.38601)  -0.08
Sb (0.91402, -1.40574, 0.67760)  1.56
C (-0.15517, -2.65161, 2.05615)  -0.38
C (-0.79647, -3.70450, 1.40963)  -0.15
C (-1.28037, -4.83795, 2.09237)  -0.06
C (-1.07451, -4.85639, 3.46573)  -0.08
C (-0.41341, -3.78257, 4.08484)  -0.09
C (0.02931, -2.67877, 3.39750)  -0.13
C (1.85512, -0.08386, 2.02300)  -0.38
C (1.05258, 0.97306, 2.43750)  -0.18
C (1.51995, 1.96957, 3.29013)  -0.09
C (2.84782, 2.00810, 3.67334)  -0.08
C (3.71118, 0.95665, 3.25024)  -0.07
C (3.22205, -0.07797, 2.43787)  -0.08
H (5.57032, -5.01198, -0.53623)  0.09
H (5.59024, -2.66039, -1.36025)  0.11
H (3.69666, -1.24020, -0.92713)  0.09
H (1.62514, -4.47154, 1.19696)  0.11
H (3.59856, -5.89745, 0.71305)  0.10
H (-0.95324, -3.65674, 0.36601)  0.03
H (-1.77358, -5.65646, 1.60047)  0.10
H (-1.32996, -5.59861, 4.21406)  0.10
H (-0.24923, -3.77519, 5.17512)  0.11
H (0.67058, -1.87061, 3.82097)  0.12
H (0.01481, 1.16027, 2.13759)  0.07
H (0.88154, 2.75018, 3.74692)  0.12
H (3.23216, 2.83705, 4.33074)  0.12
H (4.70100, 0.96585, 3.60892)  0.08
H (3.86541, -0.84998, 2.12356)  0.07

---

Here is C40H36Cl7FN2O2Ti as an isolated structure at a distorted geometry from the Open Molecules 2025 dataset. Energies are from ωB97M-V/def2-TZVPD.

## Properties
**Total energy**: -162630.3314 eV
**Frontier orbital gap**: 0.2623 hartree
**Total charge**: 0

Last column: Löwdin charge in e.
Cartesian coordinates (Å):
Ti (-18.53233, -1.97241, 3.63763)  1.07
C (-17.89118, -6.54795, 6.20911)  -0.05
C (-17.11605, -5.40644, 5.52991)  -0.38
C (-15.83199, -6.07868, 4.99435)  -0.11
C (-16.82402, -4.24058, 6.46980)  -0.14
C (-15.97198, -4.44649, 7.54009)  -0.05
C (-15.86622, -3.53013, 8.55406)  -0.07
C (-16.55946, -2.34162, 8.47441)  -0.04
C (-17.47475, -2.09235, 7.45419)  -0.14
C (-18.37972, -0.87254, 7.64897)  -0.34
C (-17.56761, 0.41833, 7.89320)  -0.06
C (-19.34042, -1.07202, 8.84327)  -0.05
C (-17.57467, -3.04318, 6.42762)  -0.22
N (-18.60638, -2.86867, 5.46505)  -0.04
C (-19.80480, -3.45854, 5.93742)  -0.19
C (-19.99376, -4.02705, 7.19370)  -0.04
C (-21.19859, -4.62301, 7.49671)  -0.09
C (-22.25037, -4.63221, 6.61141)  -0.09
C (-22.12147, -4.03736, 5.36133)  0.01
C (-20.89288, -3.49811, 5.07756)  -0.17
F (-20.67420, -2.84841, 3.87254)  -0.05
H (-17.97967, -7.38604, 5.52211)  0.08
H (-18.89146, -6.23612, 6.51025)  0.06
H (-17.39037, -6.90614, 7.12049)  0.09
H (-17.68077, -5.10956, 4.65400)  0.08
H (-15.33505, -6.61407, 5.79427)  0.07
H (-15.08191, -5.38271, 4.64310)  0.03
H (-16.04477, -6.78158, 4.17329)  0.07
H (-15.40057, -5.39222, 7.60457)  0.13
H (-15.23127, -3.74096, 9.37641)  0.10
H (-16.43126, -1.58934, 9.22926)  0.11
H (-19.01709, -0.73888, 6.76630)  0.10
H (-17.17442, 0.40593, 8.90544)  0.07
H (-18.22659, 1.26040, 7.82950)  0.07
H (-16.72947, 0.53220, 7.17428)  0.08
H (-18.78526, -1.17715, 9.78066)  0.08
H (-19.95368, -1.94675, 8.72837)  0.05
H (-20.04733, -0.24728, 8.94470)  0.08
H (-19.15586, -4.12807, 7.87413)  0.13
H (-21.29578, -5.07932, 8.47411)  0.11
H (-23.19773, -5.05655, 6.90570)  0.10
H (-22.92181, -3.99355, 4.65804)  0.12
Cl (-20.03206, 3.70426, -0.90070)  0.67
C (-19.98531, 2.38665, 0.24926)  -0.66
C (-20.98857, 2.15922, 1.13544)  -0.11
C (-20.89791, 1.11952, 2.04477)  -0.51
Cl (-22.24880, 0.88162, 3.16425)  0.69
C (-19.81836, 0.21351, 2.07916)  -0.33
O (-19.84591, -0.79984, 2.89821)  -0.22
C (-18.77920, 0.46656, 1.12902)  -0.09
C (-17.62547, -0.38696, 1.09677)  -0.11
O (-17.35479, -1.31805, 1.86151)  -0.09
C (-18.88641, 1.56673, 0.25315)  -0.04
H (-21.88578, 2.73087, 1.14090)  0.11
H (-16.85449, -0.09952, 0.35883)  0.15
H (-18.04802, 1.77366, -0.41440)  0.12
Cl (-16.24633, -3.54639, 3.30698)  0.93
C (-17.39132, -4.20636, 2.16332)  -0.61
C (-18.61887, -3.59378, 2.19955)  -0.24
C (-19.52945, -4.03191, 1.26079)  -0.68
Cl (-21.00426, -3.16865, 1.07170)  0.75
C (-19.26479, -5.09822, 0.40832)  -0.69
Cl (-20.39938, -5.59264, -0.79424)  0.68
C (-18.00306, -5.73474, 0.42436)  -0.71
Cl (-17.67824, -7.08054, -0.57484)  0.70
C (-17.04789, -5.25178, 1.32590)  -0.68
Cl (-15.47655, -5.94562, 1.34459)  0.71
C (-14.27844, -1.48944, 5.97613)  -0.07
N (-14.48515, -1.86054, 4.59575)  -0.32
C (-13.33751, -2.56634, 4.03421)  -0.12
C (-14.86621, -0.76694, 3.72084)  -0.21
C (-16.01458, 0.10134, 4.20236)  -0.21
C (-15.66155, 1.42093, 4.54913)  -0.04
C (-16.63266, 2.31927, 4.99881)  -0.08
C (-17.94429, 1.90933, 5.12812)  -0.10
C (-18.28907, 0.59922, 4.81840)  -0.15
C (-17.35939, -0.32944, 4.34434)  -0.13
H (-14.14928, -2.44423, 6.53428)  0.09
H (-15.17638, -0.97271, 6.30682)  0.06
H (-13.38416, -0.85500, 6.12646)  0.10
H (-13.12225, -3.43592, 4.64744)  0.08
H (-12.42052, -1.97262, 4.01608)  0.08
H (-13.55746, -2.91809, 3.02814)  0.07
H (-15.10202, -1.19459, 2.73677)  0.09
H (-14.01742, -0.06213, 3.52243)  0.12
H (-14.62484, 1.68706, 4.46393)  0.10
H (-16.33300, 3.36165, 5.17430)  0.11
H (-18.68047, 2.62433, 5.47660)  0.11
H (-19.33900, 0.34292, 4.90433)  0.10

---

Here is C40H36ClIrN3Si2 as an isolated structure at a distorted geometry from the Open Molecules 2025 dataset. Energies are from ωB97M-V/def2-TZVPD.

## Properties
**Total energy**: -77638.7964 eV
**Multiplicity**: 5
**Frontier orbital gap (alpha / beta)**: 0.1990 / 0.1965 hartree
**Total charge**: +1

Last column: Löwdin spin population.
Cartesian coordinates (Å):
C (2.97259, -1.20279, 2.67540)  0.31
C (2.66581, -0.10769, 1.80467)  0.05
C (1.30004, 0.31623, 2.10784)  0.08
H (3.36424, 0.44270, 1.18589)  0.00
C (0.86354, -0.47523, 3.24673)  0.25
C (1.89649, -1.37226, 3.58190)  0.00
H (1.90913, -2.03124, 4.44694)  0.00
H (3.93587, -1.71012, 2.70346)  0.01
H (0.82067, 1.22831, 1.75877)  0.00
H (-0.08144, -0.31091, 3.76254)  0.01
Ir (1.13809, -1.33294, 0.70762)  0.38
Si (-0.81792, -0.81932, -0.37362)  0.40
C (1.39664, 0.01133, -0.93621)  0.07
C (1.34453, -0.52347, -2.23728)  0.05
H (0.77098, -1.42619, -2.45180)  0.01
C (2.07204, 0.06861, -3.26053)  0.01
H (2.07463, -0.38562, -4.25361)  0.00
C (2.74864, 1.27211, -3.04719)  0.02
H (3.28827, 1.75794, -3.86464)  0.00
C (2.69667, 1.87283, -1.79423)  0.01
H (3.17526, 2.84057, -1.61569)  0.00
C (2.00063, 1.26566, -0.75131)  0.02
H (1.96328, 1.80564, 0.19355)  0.00
C (-1.51332, 0.85495, 0.34251)  0.21
C (-0.90393, 2.23134, 0.32221)  0.12
H (0.15435, 2.33183, 0.09358)  0.01
C (-1.63288, 3.30736, 0.93240)  0.08
H (-1.35430, 4.33276, 0.68558)  0.00
C (-2.59399, 3.01652, 1.88173)  0.14
H (-3.05330, 3.81858, 2.46670)  0.01
C (-2.96234, 1.69005, 2.14327)  0.08
H (-3.66377, 1.48370, 2.96003)  0.00
C (-2.47922, 0.63431, 1.39893)  0.16
H (-2.83487, -0.38735, 1.56888)  0.01
H (-0.51800, -1.14593, 1.16900)  0.03
Si (-2.01820, 1.87312, -1.15211)  0.18
C (-3.80368, 2.30033, -1.26592)  0.03
C (-4.11669, 3.57780, -1.76976)  0.01
H (-3.35324, 4.13424, -2.32428)  0.00
C (-5.38586, 4.12112, -1.56077)  0.00
H (-5.60782, 5.12381, -1.92858)  0.00
C (-6.36715, 3.37416, -0.89667)  0.00
H (-7.35215, 3.80889, -0.70512)  0.00
C (-6.09413, 2.06235, -0.48791)  0.00
H (-6.86985, 1.46826, 0.00504)  0.00
C (-4.83438, 1.50556, -0.73242)  0.00
H (-4.62903, 0.45998, -0.50164)  0.00
C (-1.02941, 2.31825, -2.64897)  0.02
C (-0.33540, 3.53847, -2.65683)  0.00
H (-0.30575, 4.14868, -1.74797)  0.00
C (0.31057, 3.97529, -3.81815)  0.00
H (0.83421, 4.93298, -3.81477)  0.00
C (0.28088, 3.18891, -4.97192)  0.00
H (0.78585, 3.52879, -5.87822)  0.00
C (-0.39711, 1.96346, -4.96648)  0.00
H (-0.40524, 1.34861, -5.87009)  0.00
C (-1.05368, 1.52912, -3.81309)  0.01
H (-1.57558, 0.57039, -3.79265)  0.00
H (0.11624, -2.27694, -0.35924)  0.03
Cl (-2.50978, -1.87916, -0.92646)  0.13
C (-0.54674, -4.64372, 5.00436)  0.05
C (0.52504, -5.33993, 4.42493)  -0.01
C (1.00076, -4.95082, 3.16898)  0.05
C (0.47150, -3.81135, 2.53352)  0.00
C (-0.70265, -3.22249, 3.04943)  0.04
C (-1.18038, -3.61038, 4.29641)  -0.01
N (1.22167, -3.25835, 1.45835)  0.37
N (2.14339, -4.10763, 1.03413)  0.22
C (3.05328, -3.52164, 0.19194)  0.04
C (4.08400, -4.28335, -0.40262)  0.05
C (5.10402, -3.62147, -1.05727)  0.02
C (5.07884, -2.21391, -1.05865)  0.07
C (3.98632, -1.53318, -0.53739)  0.01
N (2.92406, -2.18395, -0.01818)  0.12
H (-0.91166, -4.91848, 5.99716)  0.00
H (0.99577, -6.18419, 4.93340)  0.00
H (1.82210, -5.47923, 2.68117)  0.01
H (-1.20998, -2.44891, 2.47805)  0.00
H (-2.06014, -3.11641, 4.71609)  0.00
H (4.01482, -5.35909, -0.26933)  0.00
H (5.91910, -4.16423, -1.53528)  0.00
H (5.90012, -1.63322, -1.47424)  0.00
H (3.94002, -0.44284, -0.58397)  0.00

---

What is the formula in the third record?
C40H36ClIrN3Si2

---

total energy of number 1 (C40H36BrLuN3O2S2Sb)?
-182503.1214 eV

---

What is the formula in the second record?
C40H36Cl7FN2O2Ti

---

The highest total energy belongs to which entry?
C40H36ClIrN3Si2